Entry from the Open Molecules 2025 dataset: C45H46BCoF2N5SSb as an isolated structure in a non-equilibrium geometry (ωB97M-V/def2-TZVPD).

Last column: Mulliken spin population.
Atoms and positions in Å:
Co 0.4648 2.0759 0.5428  1.1965
C 4.1453 -4.7502 2.2649  0.0003
C 4.2539 -3.3960 2.9800  -0.0005
C 5.0661 -2.4527 2.0923  -0.0003
C 5.0075 -3.5795 4.3043  0.0000
C 2.8502 -2.8574 3.2586  -0.0009
C 1.9726 -3.6122 4.0587  0.0005
C 0.6996 -3.1731 4.3613  -0.0012
C 0.2755 -1.9556 3.8391  -0.0003
S -1.2242 -1.1237 4.0428  0.0017
C -0.6171 0.1831 3.0031  -0.0157
N 0.5716 -0.0169 2.5421  0.0055
C 1.1141 -1.1985 3.0158  0.0212
C 2.4105 -1.6491 2.7480  -0.0061
C -1.4408 1.3767 2.7682  -0.1336
C -2.5787 1.5625 3.5676  0.0036
C -3.3507 2.6990 3.4502  -0.0003
C -2.9438 3.6851 2.5553  -0.0035
C -1.8139 3.4920 1.7788  -0.0305
C -1.0379 2.3181 1.8021  0.0556
H 5.1417 -5.1401 2.0415  0.0000
H 3.5986 -4.6452 1.3258  -0.0001
H 3.6245 -5.4882 2.8767  0.0000
H 6.0563 -2.8794 1.9189  0.0000
H 5.1996 -1.4741 2.5563  -0.0001
H 4.5895 -2.3048 1.1217  0.0001
H 6.0114 -3.9687 4.1163  0.0000
H 4.4937 -4.2779 4.9662  0.0000
H 5.1008 -2.6263 4.8277  0.0000
H 2.3011 -4.5617 4.4635  0.0000
H 0.0496 -3.7644 4.9939  0.0001
H 3.0547 -1.0206 2.1509  0.0006
H -2.8545 0.8217 4.3109  -0.0006
H -4.2272 2.8334 4.0722  -0.0001
H -3.5040 4.6108 2.4747  -0.0002
H -1.4928 4.3115 1.1507  -0.0016
B 2.5259 3.0637 -2.2776  -0.0013
N 1.1429 3.7485 -2.0174  -0.0125
C 0.7710 4.8172 -2.7342  0.0001
C -0.5139 5.1726 -2.3722  0.0026
C -0.8506 4.2393 -1.3917  -0.0044
N 0.1516 3.3852 -1.1792  0.0376
N 2.6807 1.6865 -1.5631  -0.0042
C 3.6280 0.8008 -1.8975  0.0001
C 3.4816 -0.3280 -1.1115  0.0024
C 2.3804 -0.0338 -0.3090  -0.0128
N 1.9115 1.1820 -0.5886  0.0175
H 2.5983 2.8505 -3.4718  -0.0002
H 3.4138 3.8082 -1.9163  0.0002
H 1.4467 5.2409 -3.4590  0.0008
H -1.1088 5.9859 -2.7507  0.0006
H -1.7699 4.1361 -0.8437  0.0032
H 4.3268 1.0293 -2.6848  -0.0001
H 4.0696 -1.2293 -1.1395  0.0003
H 1.8795 -0.6178 0.4442  0.0004
C -0.8732 -2.8247 0.5438  -0.0010
C -1.8542 -2.9333 -0.5952  -0.0014
C -2.4730 -4.1538 -0.8600  0.0006
C -3.4059 -4.2822 -1.8782  -0.0001
C -3.7336 -3.1812 -2.6554  -0.0002
C -3.1204 -1.9622 -2.4035  0.0010
C -2.1855 -1.8256 -1.3829  -0.0028
Sb -1.2717 0.1057 -1.0709  -0.0201
C -3.1502 1.1732 -1.1412  0.0024
C -3.3914 2.2746 -1.9568  -0.0008
C -4.5379 3.0461 -1.8226  0.0011
C -5.4654 2.7293 -0.8458  -0.0003
C -5.2310 1.6468 -0.0136  0.0000
C -4.0892 0.8599 -0.1391  -0.0012
C -3.9131 -0.2863 0.8236  0.0005
C -0.2539 -0.0736 -2.9886  0.0011
C 0.5575 -1.2094 -2.9245  -0.0025
C 1.4653 -1.5283 -3.9210  0.0003
C 1.5857 -0.6908 -5.0171  -0.0002
C 0.7917 0.4410 -5.0927  -0.0003
C -0.1294 0.7681 -4.0972  0.0008
C -0.9605 2.0083 -4.2732  0.0019
H -0.7058 -3.7925 1.0173  -0.0001
H -1.2407 -2.1365 1.3100  0.0002
H 0.0957 -2.4389 0.2161  0.0002
H -2.2199 -5.0152 -0.2515  0.0000
H -3.8756 -5.2407 -2.0629  0.0000
H -4.4602 -3.2693 -3.4538  0.0001
H -3.3788 -1.1008 -3.0103  -0.0001
H -2.6664 2.5664 -2.6997  -0.0015
H -4.6883 3.9007 -2.4713  0.0000
H -6.3586 3.3287 -0.7187  0.0000
H -5.9405 1.4099 0.7715  -0.0001
H -4.5767 -0.1654 1.6801  0.0000
H -2.8939 -0.3280 1.2182  0.0003
H -4.1269 -1.2455 0.3508  0.0001
H 0.4915 -1.8753 -2.0691  -0.0007
H 2.0811 -2.4142 -3.8279  -0.0001
H 2.2979 -0.9088 -5.8034  0.0000
H 0.8890 1.1067 -5.9429  0.0000
H -0.6545 2.5538 -5.1654  -0.0001
H -0.8505 2.6823 -3.4184  -0.0010
H -2.0175 1.7535 -4.3810  0.0001
F 1.5794 2.9435 2.9811  -0.0051
C 1.6341 3.1234 1.6000  -0.0807
F 1.3985 4.4908 1.4214  -0.0081
H 2.6939 2.9790 1.3413  -0.0022

Computed properties:
Energy relative to the best compared isomer or geometry (same formula, charge and spin), kJ/mol: 90.16
LUMO (spin up / spin down), eV: 2.3 / 2.3
Energy, eV: -115975.9017
2S+1: 2
HOMO-LUMO gap (spin up / spin down), eV: 6.93 / 7.20
Total charge: -1